This record from the OMol25 dataset describes 2 unconnected molecules or ions with the total composition C3H11NOS2 in a non-equilibrium geometry. The level of theory is the ωB97M-V functional and the def2-TZVPD basis.

```
18
Properties=species:S:1:pos:R:3:mulliken_charge:R:1
S 3.3488 -0.7161 -1.3624 -0.212
S 2.1718 -0.8798 0.3659 -0.070
C 0.4893 -0.4790 -0.1735 -0.568
C -0.2335 0.4652 0.7530 -0.673
C 0.0765 1.9030 0.5752 -0.445
N -1.1217 2.7805 0.3378 -0.693
H 2.6928 -1.5876 -2.1574 0.149
H 0.1802 -1.5049 -0.0372 -0.052
H 0.2289 -0.1650 -1.1567 0.591
H -0.1375 0.2261 1.7738 0.451
H -1.3489 0.3139 0.6860 0.330
H 0.6902 1.9340 -0.2597 0.399
H 0.6134 2.4385 1.3641 0.333
H -0.7935 3.6341 0.0006 0.225
H -1.4883 2.9885 1.2049 0.230
H -2.5505 -4.0241 -0.5983 0.318
H -1.2431 -3.2292 -0.5959 0.334
O -1.5748 -4.0981 -0.7201 -0.647
```

Properties
E_HOMO = -8.8 eV
Structure (SMILES) = NCCCSS.O
Kohn-Sham gap = 9.18 eV
Charge = 0
ΔE to the lowest compared entry with this formula, charge and spin = 29.7 kcal/mol